DFT (ωB97M-V/def2-TZVPD) results for a cluster of 2 separate species, C14H20F3N2O6S in total at a distorted geometry.

Structure (XYZ):
```
46
Properties=species:S:1:pos:R:3:forces:R:3:nbo_charge:R:1
C 3.200866 -2.466089 1.764356 -0.972 0.476 0.812 -0.66
C 2.895678 -1.309524 0.659288 1.457 -1.032 0.298 0.05
O 3.973547 -1.443945 -0.339273 -1.558 -0.534 0.375 -0.71
C 3.077675 0.150444 1.292737 2.421 -0.552 -1.439 -0.13
O 1.839843 0.870711 1.588921 0.697 -0.198 0.634 -0.31
N 0.815763 0.055274 1.880488 -5.039 -2.991 -0.010 -0.07
C 0.654436 -0.716496 3.085506 -1.078 -1.412 1.280 0.50
O 1.686757 -0.664428 4.069490 -2.269 1.517 -2.445 -0.65
C -0.553780 -1.640445 3.398206 -0.534 1.758 -4.011 -0.26
C -1.707056 -1.729429 2.334140 3.261 1.880 -0.590 0.02
C -2.985732 -2.662643 2.537220 0.254 1.764 1.376 -0.14
O -3.369954 -3.428531 1.369622 2.803 -0.962 0.434 -0.50
C -2.341930 -4.305384 0.940115 -0.865 -1.871 -1.269 1.17
F -1.503398 -4.768328 1.978465 -1.699 1.509 -2.571 -0.32
F -1.590996 -3.721638 -0.115579 -1.456 -1.475 2.931 -0.32
F -2.981873 -5.463509 0.398754 1.790 3.170 1.350 -0.31
C -1.544739 -0.858701 1.057801 1.809 0.158 1.649 0.14
N -2.515272 -0.798261 -0.059027 1.117 0.820 2.631 -0.79
C -0.259418 -0.000667 0.883189 -1.827 -1.789 0.168 0.07
S -0.068600 1.044993 -0.644890 0.480 -0.414 1.234 0.08
H 4.006795 -3.201185 1.432963 -1.143 1.176 0.258 0.25
H 3.526517 -1.971122 2.758192 -0.363 -0.926 -1.674 0.22
H 2.247328 -3.052432 2.014371 1.312 0.709 -0.405 0.21
H 1.924607 -1.476639 0.084416 0.974 0.500 1.143 0.19
H 3.775043 -2.326959 -0.744381 0.580 1.182 0.332 0.48
H 3.630781 0.782611 0.496324 -1.273 -0.865 1.229 0.26
H 3.807064 0.121033 2.190964 -1.653 -0.009 -1.159 0.21
H 1.843039 0.310898 4.187281 0.225 -1.069 0.107 0.51
H -0.643487 -2.266074 4.361119 0.586 1.373 -1.694 0.29
H -2.815005 -3.287358 3.477992 -0.249 0.555 -1.531 0.23
H -3.873346 -1.961477 2.774742 1.296 -1.220 -0.606 0.25
H -3.414526 -1.217284 0.218290 0.669 0.022 -0.172 0.40
H -2.692456 0.213611 -0.238619 0.254 -0.943 -0.098 0.40
H -0.566308 0.350873 -1.740381 0.113 -0.261 1.383 0.21
O 0.634765 2.324859 -3.130178 0.045 0.613 0.022 -0.61
C 0.136350 3.352910 -3.523284 0.148 -0.425 0.391 0.81
O 0.701360 4.576825 -3.366922 0.015 -0.834 0.027 -0.47
C -0.200138 5.582186 -3.847401 -0.115 0.661 -0.103 -0.07
C -1.120128 4.864623 -4.806201 -0.425 0.181 -0.479 -0.43
C -1.198998 3.477747 -4.205267 -0.051 0.186 -0.475 -0.53
H -0.737137 6.005707 -2.993540 0.065 -0.051 -0.018 0.18
H 0.363705 6.376486 -4.339018 0.127 -0.155 0.222 0.21
H -2.090515 5.350958 -4.917427 0.130 0.021 0.036 0.23
H -0.655352 4.809825 -5.795545 -0.058 0.038 0.109 0.22
H -1.990622 3.402720 -3.455454 0.043 -0.128 -0.019 0.23
H -1.321153 2.713257 -4.972565 -0.043 -0.154 0.335 0.25
```
Forces are in eV/Å.

Computed properties:
E ... -49082.371 eV
Gap between HOMO and LUMO ... 7.5 eV
Charge ... +1
Max |F| ... 0.1140 Eh/bohr
HOMO energy ... -12.14 eV

***

DFT (ωB97M-V/def2-TZVPD) results for the molecule C14H20F3N3O3 at a distorted geometry.

Structure (XYZ):
```
43
Properties=species:S:1:pos:R:3:forces:R:3:nbo_charge:R:1
C -0.220182 -0.434958 -3.413452 -0.512 0.313 -0.256 -0.61
C -1.568648 -0.874854 -2.809833 0.738 -0.186 -0.488 -0.22
C -1.960985 -2.325768 -3.171081 0.326 -0.055 0.135 -0.62
C -1.541730 -0.542153 -1.288165 -1.314 1.540 -0.421 -0.06
C -2.717762 -1.193494 -0.562696 0.469 -0.218 1.346 0.08
N -4.100225 -0.974345 -0.690649 1.003 -0.793 0.132 -0.45
C -4.656731 -1.782950 0.196296 0.997 0.538 -0.506 0.16
N -3.697200 -2.464992 0.928427 -1.977 -0.131 0.219 -0.53
C -2.480638 -2.073993 0.462422 0.434 -0.177 -0.108 0.09
C -1.162861 -2.548655 1.008872 -0.144 -0.357 -0.330 -0.44
C -0.090953 -2.173247 -0.019577 0.298 0.346 -0.333 -0.20
N -0.254514 -0.788542 -0.578647 0.779 -0.693 1.413 -0.47
C 0.614239 0.264409 -0.216536 -2.065 0.986 -1.845 0.91
O 0.435769 1.389112 -0.702247 0.583 -1.410 1.134 -0.67
O 1.620454 -0.039868 0.632325 -0.441 -0.192 -0.311 -0.51
C 2.282381 1.093104 1.226905 -0.397 0.724 -0.037 -0.09
C 1.415561 1.699533 2.359713 -0.297 -0.558 -0.533 -0.10
O 0.886516 0.642310 3.208045 0.035 1.126 0.997 -0.52
C -0.129569 1.121527 4.111399 0.160 -0.122 -0.786 -0.15
C 0.303673 1.990183 5.308314 1.008 -0.685 -0.251 0.95
F 1.160313 1.182553 6.013903 -0.441 1.454 -0.038 -0.33
F -0.748912 2.308320 6.126512 1.400 -0.075 -1.149 -0.32
F 0.982452 3.155293 4.925171 -1.263 -1.810 1.031 -0.33
H -0.042368 0.628369 -3.182642 0.051 -0.422 0.109 0.23
H 0.590612 -1.031660 -2.994762 0.117 0.028 -0.240 0.20
H -0.252059 -0.497451 -4.511282 0.152 -0.278 0.303 0.21
H -2.307494 -0.219570 -3.284714 -0.199 -0.083 0.410 0.21
H -1.207394 -3.053667 -2.804306 -0.376 0.326 -0.255 0.19
H -2.928782 -2.587595 -2.734369 0.134 0.031 0.091 0.22
H -2.081710 -2.468254 -4.258605 0.286 0.203 0.351 0.21
H -1.759186 0.558939 -1.275019 0.671 -0.855 0.279 0.26
H -5.735874 -1.866467 0.286084 0.374 -0.228 0.345 0.21
H -3.915506 -3.155943 1.652183 0.377 0.577 -0.559 0.42
H -0.915516 -2.067516 1.970560 -0.214 -0.217 -0.220 0.22
H -1.149256 -3.672461 1.139805 -0.028 1.149 -0.019 0.22
H -0.138421 -2.870727 -0.865348 -0.068 0.153 0.123 0.20
H 0.890587 -2.315362 0.446309 -0.145 0.440 -0.301 0.23
H 2.481116 1.893718 0.449461 -0.250 -0.952 0.922 0.22
H 3.229363 0.710624 1.628718 -0.359 -0.012 -0.182 0.20
H 0.552095 2.242375 1.938728 0.344 -0.091 -0.025 0.19
H 2.047498 2.404374 2.903969 -0.087 -0.084 0.148 0.19
H -0.685421 0.271912 4.510931 0.498 -0.153 0.182 0.22
H -0.857821 1.640898 3.533534 -0.657 0.902 -0.477 0.19
```
Forces are in eV/Å.

Computed properties:
E ... -33608.054 eV
Gap between HOMO and LUMO ... 9.1 eV
Relative energy (zero: lowest compared OMol25 entry of this formula, charge and spin) ... 15.5 kJ/mol
Max |F| ... 0.0572 Eh/bohr
SMILES ... CC(C)[C@H]1c2nc[nH]c2CCN1C(=O)OCCOCC(F)(F)F
HOMO energy ... -8.53 eV